No. 1
Density functional theory data (ωB97M-V with the def2-TZVPD basis set) for 7 unconnected molecules or ions with the total composition C12H38BrN2O8.

Computed properties:
Total charge = -1
DFT total energy = -3765.49116 Ha

```
61
Properties=species:S:1:pos:R:3:forces:R:3
Br 0.36198 -0.54027 -0.00547 -0.202 0.056 -0.044
C 1.01966 3.96387 -3.85551 -1.573 0.486 -0.315
C 0.47245 3.15895 -2.68583 1.218 -0.126 0.761
C -0.94245 2.62642 -2.89396 -0.036 -0.012 -0.380
O -1.87306 3.59303 -3.38671 -0.127 -0.383 0.803
C -2.32972 4.43123 -2.34905 0.049 0.361 -0.092
N 1.41108 2.05952 -2.38094 -0.588 -0.324 -0.798
H 0.25498 4.69088 -4.16862 -0.046 -0.166 0.065
H 1.11848 3.30221 -4.71889 0.597 0.085 -0.014
H 1.87151 4.59505 -3.62212 0.483 -0.613 0.030
H 0.55643 3.78037 -1.78591 -0.549 0.173 -0.070
H -1.27922 2.15868 -1.96183 -0.177 0.218 0.130
H -0.96174 1.80949 -3.61920 0.320 0.136 -0.236
H -2.66843 3.89972 -1.45104 -0.009 -0.315 -0.197
H -3.17454 4.99412 -2.74842 0.112 0.131 0.068
H -1.53708 5.11212 -2.01259 -0.105 0.128 -0.107
H 1.02956 1.44760 -1.65415 0.182 0.225 0.012
H 1.41064 1.46974 -3.21777 0.276 -0.058 0.212
C 1.89986 -0.22773 5.84738 -0.140 -0.114 0.623
C 0.82882 -0.52558 4.82269 -0.711 0.307 -0.999
C -0.60626 -0.20555 5.28366 0.381 -0.476 -0.682
O -1.46253 -0.51698 4.19756 -0.027 -0.176 0.211
C -2.75209 0.04798 4.29607 0.389 -0.007 0.023
N 1.14764 0.15578 3.56864 -0.377 1.224 -0.307
H 1.82909 -0.88785 6.71729 0.026 -0.160 -0.134
H 1.82293 0.77783 6.27262 -0.057 0.143 -0.323
H 2.88075 -0.33625 5.39132 0.024 -0.022 -0.005
H 0.83009 -1.58049 4.53055 0.070 -0.119 0.394
H -0.72014 0.86246 5.49070 0.193 0.074 0.472
H -0.86883 -0.85698 6.12393 -0.105 0.338 0.373
H -2.78489 0.98042 3.72449 -0.181 -0.032 -0.131
H -3.02076 0.29616 5.32837 -0.030 -0.195 0.054
H -3.44191 -0.69248 3.89907 -0.227 0.183 -0.083
H 0.41879 0.03378 2.86276 0.198 -0.901 0.091
H 1.03820 1.17085 3.67781 0.605 -0.135 0.436
O 2.48435 2.33236 0.81550 -0.335 0.110 0.125
H 2.08349 3.10591 1.22500 0.005 -0.069 -0.046
H 1.75369 1.69625 0.72482 0.333 -0.063 -0.013
O 3.72119 -1.01602 0.73219 -0.046 -0.107 -0.196
H 3.60852 -1.74210 1.35259 -0.100 0.024 -0.040
H 2.86114 -0.96340 0.27802 0.233 0.113 0.253
C 0.56849 -4.51804 -0.31317 -0.122 -0.099 0.400
C -0.10365 -4.36637 1.05444 -0.660 -0.279 -0.022
O -1.23530 -3.49505 1.04300 0.498 0.091 -0.073
O 1.64986 -3.62587 -0.47458 0.043 -0.169 -0.007
H -0.14330 -4.37715 -1.13126 -0.311 0.064 0.174
H 0.89927 -5.55802 -0.39273 0.547 0.176 -0.057
H 0.61221 -4.05932 1.82561 0.227 0.167 -0.271
H -0.46299 -5.34632 1.39214 -0.235 0.107 -0.157
H -0.89655 -2.61636 0.78548 -0.220 -0.089 0.132
H 1.25852 -2.73608 -0.42326 0.314 0.036 -0.030
C -1.18792 -1.61431 -3.43990 0.572 -0.299 -0.193
C -1.36532 -2.09568 -4.87420 -0.139 0.660 0.319
O -0.57145 -1.26554 -5.72279 0.224 0.264 0.056
O -0.07995 -2.30341 -2.87298 -0.261 0.685 0.247
H -2.07502 -1.75245 -2.81536 -0.197 -0.220 -0.190
H -0.99902 -0.53780 -3.48427 0.022 0.050 0.006
H -2.42158 -1.96575 -5.13134 -0.010 -0.366 -0.150
H -1.00978 -3.12296 -4.95970 -0.348 -0.176 0.077
H -0.87034 -1.33160 -6.63058 -0.090 -0.166 -0.038
H 0.14214 -1.77299 -2.07953 0.198 -0.380 -0.148
```
Positions in Å, forces in eV/Å.

=====

No. 2
Density functional theory data (ωB97M-V with the def2-TZVPD basis set) for C6H6 in the gas phase.

Computed properties:
ΔE to the lowest compared entry with this formula, charge and spin = 5.6425 eV
DFT total energy = -232.01897 Ha

```
12
Properties=species:S:1:pos:R:3:forces:R:3
C 0.34908 1.66207 0.60905 -2.253 1.189 -0.215
C 1.27331 0.70452 0.86965 -0.025 -0.445 -0.141
C 0.93729 -0.13971 -0.36770 2.026 -1.142 0.597
C 1.49808 -1.26529 -0.85117 -0.187 0.890 -0.802
C -0.28239 0.61401 -0.17158 2.595 0.605 -0.035
C -1.50527 -0.01777 0.16432 -4.061 -0.686 1.935
H -0.19808 2.52633 1.11317 1.409 -1.144 -0.780
H 1.02910 -1.76157 -1.67438 -0.646 -0.153 -0.447
H 2.50675 -1.69960 -0.74110 -0.575 0.867 0.902
H -2.28586 0.77208 0.49167 1.055 -1.304 -0.617
H -1.32948 -0.64114 1.07643 -0.024 0.433 -0.355
H -1.99255 -0.75392 -0.51835 0.685 0.892 -0.041
```
Positions in Å, forces in eV/Å.

=====

No. 3
Density functional theory data (ωB97M-V with the def2-TZVPD basis set) for 2 unconnected molecules or ions with the total composition C25H35IN2O4P.

Computed properties:
ΔE to the lowest compared entry with this formula, charge and spin = 11.6180 eV
Total charge = +1
DFT total energy = -2022.43894 Ha

```
68
Properties=species:S:1:pos:R:3:forces:R:3
O -5.00578 0.62314 1.73053 6.643 2.759 -2.447
C -3.87337 1.08211 1.43358 -1.791 -0.375 2.765
N -2.67835 1.59516 1.38956 -4.228 -3.145 -0.404
C -1.65885 0.65869 2.04357 0.199 -1.333 0.194
C -1.93339 0.74045 3.62375 0.109 -0.296 1.339
C -0.68276 1.10110 4.55842 0.643 -1.144 1.398
C 0.28878 -0.17854 4.83894 2.529 -3.130 0.133
C -0.25253 -1.63115 5.12973 3.505 0.751 -0.399
C 0.74080 -2.83079 5.34425 1.442 2.300 -0.653
C 2.29914 -2.69571 5.28788 -2.400 3.991 -0.607
C 2.86080 -1.23355 5.02709 -3.642 -0.590 0.011
C 1.87196 -0.03763 4.79648 -1.337 -2.850 0.633
C -1.90008 -0.90115 1.61863 1.078 0.330 2.221
N -1.97055 -1.11976 0.13393 -0.346 -0.723 0.103
C -1.08105 -0.22840 -0.68608 0.236 2.994 -0.945
I -0.60313 -1.28311 -2.54647 -0.282 0.250 0.713
C 0.19497 0.35943 0.09555 0.006 -1.698 0.854
P 1.12432 1.51944 -1.07173 -1.233 2.223 -2.787
O 0.23581 2.56812 -1.78824 1.435 -2.272 2.074
C -0.16973 1.03183 1.55731 0.382 0.940 -0.427
C -0.06207 2.64014 1.55805 -0.183 0.491 0.738
C 1.38585 3.23561 1.87705 3.362 2.360 0.418
C 2.66740 2.45001 2.28811 -0.213 3.940 -0.322
C 4.00027 3.23784 2.59992 -2.020 2.101 -0.839
C 4.13875 4.79935 2.47808 -4.183 -1.839 -1.065
C 2.85725 5.59939 2.01833 -0.628 -4.105 0.429
C 1.53309 4.81793 1.75639 2.497 -1.402 0.617
H -2.78744 1.47485 3.91567 1.506 -1.134 -1.037
H -2.32006 -0.30025 3.97589 0.664 1.804 -0.604
H -0.04378 1.98950 4.22218 -0.966 -1.351 0.272
H -1.09247 1.38618 5.61016 0.545 -0.407 -1.878
H -1.38689 -1.83706 5.16568 2.109 0.311 0.059
H 0.31039 -3.88528 5.52461 0.671 2.001 -0.281
H 3.03702 -3.57276 5.42689 -1.610 1.594 -0.215
H 4.00018 -1.02406 4.99053 -2.252 -0.457 0.075
H 2.30401 1.00229 4.59745 -0.671 -1.687 0.403
H -0.96427 -1.46735 1.99986 -1.532 0.884 -0.554
H -2.81056 -1.37027 2.13498 1.181 0.787 -1.009
H -1.68291 -2.10825 -0.04919 -0.429 0.775 0.065
H -2.96526 -1.02242 -0.18215 1.052 -0.087 0.076
H -1.71816 0.69079 -1.00776 1.091 -1.668 0.557
H 0.90414 -0.54651 0.29006 -1.037 1.503 -0.309
H 2.29545 2.09769 -0.42983 -0.962 -0.796 -0.009
H 1.67135 0.67298 -2.12264 -0.133 0.144 1.217
H 0.66670 0.61959 2.25335 -1.971 0.543 -0.822
H -0.52518 3.11051 0.59913 1.045 -0.910 1.531
H -0.75696 3.00818 2.41857 1.190 -0.573 -1.456
H 2.64433 1.31062 2.36309 0.216 1.846 -0.072
H 4.93600 2.66206 2.93213 -1.714 0.864 -0.619
H 5.09348 5.39145 2.68502 -1.470 -1.306 -0.279
H 2.83308 6.74056 1.86832 0.233 -2.111 0.348
H 0.61085 5.42627 1.41945 1.666 -1.172 0.625
C 0.80069 -3.09960 -6.63361 0.102 -0.080 0.134
O -0.40295 -2.62940 -6.04085 0.066 0.134 -0.123
C -1.00898 -1.58263 -6.80258 -0.402 -0.235 0.249
C -2.19103 -2.10179 -7.61520 0.393 0.142 -0.437
O -1.76051 -2.99181 -8.64325 -0.048 -0.086 0.490
C -1.98866 -4.35512 -8.30859 0.024 0.050 -0.229
H 1.09792 -4.01753 -6.12287 -0.095 0.097 0.029
H 0.67241 -3.31899 -7.69608 -0.032 0.060 0.038
H 1.59304 -2.35502 -6.50354 0.047 -0.036 -0.115
H -0.27270 -1.09316 -7.44921 -0.072 -0.112 -0.014
H -1.37437 -0.83870 -6.08702 -0.023 0.048 -0.048
H -2.67604 -1.25515 -8.11031 0.003 0.028 0.059
H -2.93296 -2.58139 -6.96693 0.115 -0.005 0.026
H -3.05822 -4.57680 -8.36764 -0.008 -0.090 0.079
H -1.61540 -4.59558 -7.31082 -0.024 0.020 0.034
H -1.46283 -4.97657 -9.03554 -0.051 0.142 -0.001
```
Positions in Å, forces in eV/Å.

=====

No. 4
Density functional theory data (ωB97M-V with the def2-TZVPD basis set) for C21H21N3O3S in the gas phase.

Computed properties:
ΔE to the lowest compared entry with this formula, charge and spin = 0.4070 eV
DFT total energy = -1601.09197 Ha

```
49
Properties=species:S:1:pos:R:3:forces:R:3
C -3.99943 -3.17560 -0.27882 0.026 -0.048 0.062
C -2.53872 -2.89271 -0.09742 -0.005 -0.024 -0.054
C -1.59207 -3.88465 -0.32392 -0.116 0.234 0.055
C -0.24109 -3.65085 -0.14816 0.204 -0.153 -0.031
C 0.19211 -2.39599 0.26738 -0.370 -0.144 -0.072
C -0.74863 -1.39723 0.50134 0.118 -0.017 0.029
C -2.09447 -1.64401 0.31803 0.030 -0.133 -0.035
H -2.80524 -0.85055 0.50176 -0.069 0.091 0.018
H -0.41759 -0.42277 0.82377 0.036 0.061 0.023
N 1.54182 -2.06467 0.46743 -0.167 0.372 0.216
C 2.62087 -2.84677 0.26778 0.598 0.367 0.131
O 2.60941 -3.99839 -0.10049 0.011 -0.314 -0.089
C 3.96823 -2.15535 0.59447 -0.171 -0.702 0.031
C 3.98611 -0.70460 0.35098 0.155 0.912 -0.358
N 4.15640 0.16605 1.26605 0.245 -1.268 1.251
C 4.06826 1.46785 0.85748 -0.012 0.720 -1.117
O 4.14686 2.44042 1.55433 -0.009 0.024 0.076
C 3.85602 1.58919 -0.68218 -0.021 0.009 -0.008
C 2.63064 2.44679 -0.97494 0.148 -0.232 0.212
H 2.83533 3.46194 -0.62273 -0.021 -0.018 -0.061
H 2.42563 2.47920 -2.04734 -0.045 0.081 0.043
C 1.41838 1.91611 -0.21693 0.269 0.216 -0.471
O 1.49100 0.96514 0.53519 -0.117 0.048 0.216
N 0.28411 2.60336 -0.46880 -0.351 0.310 -0.203
C -0.97738 2.36834 0.12073 -0.347 -0.140 0.196
C -1.07074 2.00192 1.45706 0.058 0.094 0.023
C -2.30987 1.77326 2.02696 0.001 0.011 -0.026
C -3.45692 1.92412 1.26817 -0.099 -0.014 0.024
C -3.36050 2.30362 -0.05954 0.021 0.005 0.076
C -2.12883 2.52821 -0.65626 0.134 -0.040 0.013
C -2.03466 2.92661 -2.09946 0.013 -0.053 0.090
H -3.01758 2.90310 -2.56192 -0.021 0.033 -0.059
H -1.38201 2.24639 -2.64635 0.043 -0.003 -0.093
H -1.64064 3.93961 -2.20075 0.023 0.075 -0.110
H -4.25807 2.42163 -0.64933 -0.074 0.015 -0.074
H -4.42685 1.74794 1.70834 -0.086 -0.016 0.039
H -2.37547 1.48145 3.06364 0.002 -0.027 0.100
H -0.17214 1.89779 2.04379 0.054 -0.020 0.036
H 0.30777 3.30896 -1.19060 0.153 -0.099 0.097
H 4.74459 2.04314 -1.12836 -0.078 0.008 0.130
S 3.72807 -0.10785 -1.28493 0.094 -0.005 -0.096
H 4.71725 -2.65443 -0.02423 -0.065 0.022 0.048
H 4.19630 -2.34440 1.64605 0.021 0.041 -0.090
H 1.68208 -1.10223 0.75956 0.088 -0.146 -0.083
H 0.47491 -4.43368 -0.33241 0.018 -0.004 0.002
H -1.91755 -4.86330 -0.64638 -0.021 -0.113 -0.044
H -4.37388 -3.76391 0.55936 -0.116 -0.027 0.017
H -4.57011 -2.25141 -0.32839 -0.094 0.031 -0.022
H -4.17168 -3.74682 -1.18900 -0.087 -0.021 -0.057
```
Positions in Å, forces in eV/Å.

=====

No. 5
Density functional theory data (ωB97M-V with the def2-TZVPD basis set) for 2 unconnected molecules or ions with the total composition C4H9NO.

Computed properties:
ΔE to the lowest compared entry with this formula, charge and spin = 4.1852 eV
DFT total energy = -287.67865 Ha

```
15
Properties=species:S:1:pos:R:3:forces:R:3
C 1.92624 0.59955 -0.14841 0.210 -0.526 -0.603
C 1.37066 -0.62448 -0.82532 -0.241 0.120 1.366
C 0.62648 -1.46471 -0.08012 1.318 -0.461 -0.819
C -1.55334 0.36771 0.65033 -1.879 0.819 -1.271
O -1.61244 0.52161 -0.67385 6.504 -1.888 -1.294
N -2.78264 0.72446 1.00986 0.030 -0.069 1.149
H 1.86647 1.38090 -0.90917 0.214 0.670 0.778
H 2.97090 0.33918 0.06047 0.063 0.435 -0.195
H 1.46914 0.76966 0.83918 -0.165 0.352 -0.684
H -0.48167 0.14998 -0.90448 -4.535 1.203 0.256
H 1.73388 -0.79450 -1.85864 -0.451 -0.333 0.776
H 0.55950 -2.46600 -0.47308 -0.916 -0.272 -0.007
H 0.30576 -1.24880 0.94798 0.277 -0.039 -0.705
H -3.51594 1.06358 0.37311 0.572 -0.279 0.487
H -2.88301 0.68187 1.99214 -1.002 0.268 0.766
```
Positions in Å, forces in eV/Å.

=====

No. 6
Density functional theory data (ωB97M-V with the def2-TZVPD basis set) for a molecular structure, C3H6BiO3.

Computed properties:
ΔE to the lowest compared entry with this formula, charge and spin = 1.8962 eV
Total charge = +3
DFT total energy = -556.67067 Ha

```
13
Properties=species:S:1:pos:R:3:forces:R:3
C -0.09190 -0.62558 -1.92377 1.604 0.814 0.571
C -0.40791 0.76015 -1.52441 4.515 -0.049 1.189
O -1.51707 0.62606 -0.61211 -0.398 -0.285 0.509
C -2.64417 1.31168 -0.58535 -1.068 1.887 -0.872
O -3.29500 0.64464 0.35901 0.129 0.118 0.112
Bi -1.78571 -1.00744 0.71845 2.047 -2.351 1.093
H 0.83679 -0.65777 -2.50029 0.061 -0.092 0.146
H -0.85100 -1.18482 -2.47595 -0.293 -0.978 0.927
H -0.67158 1.44362 -2.33399 0.334 0.419 0.299
H -4.11739 1.06665 0.64765 -1.147 0.391 0.278
H 0.64312 0.77130 -0.69014 -3.094 2.104 -2.846
O 0.43631 -0.98708 -0.32145 -3.382 -1.043 -1.791
H 0.95485 -1.79496 -0.39628 0.691 -0.935 0.385
```
Positions in Å, forces in eV/Å.

=====

Short version: E_HOMO = -5.974, -8.509, -11.035, -8.115, -8.663, -24.663 eV, in the order given.